Entry 1:
Computed, not measured: H4Si4 in the gas phase at a distorted geometry, with the ωB97M-V functional and the def2-TZVPD basis.

```
8
Properties=species:S:1:pos:R:3
Si -0.78 -0.59 1.44
Si 1.63 0.25 -0.47
Si -0.03 -1.32 -0.60
Si 0.54 1.30 1.35
H -0.60 -1.80 2.08
H 2.83 -0.37 -1.29
H -0.50 -1.40 -1.96
H -1.96 0.03 2.11
```

The calculation puts the LUMO energy (spin up / spin down) at -1.2075 / -2.7174 eV. As for the expectation value of S²: 2.033. The charge is 0. The spin multiplicity is 3. The value obtained for the HOMO energy (spin up / spin down) is -6.42 / -7.79 eV.


Entry 2:
Computed, not measured: C2HN3O2 in the gas phase at a distorted geometry, with the ωB97M-V functional and the def2-TZVPD basis.

```
8
Properties=species:S:1:pos:R:3
C 1.95 -0.10 0.06
C -1.55 0.51 0.10
N 2.97 0.19 0.44
N -0.16 0.54 -0.10
N 0.64 -0.47 -0.33
O 0.40 -1.58 -0.80
O -2.42 0.94 -0.54
H -1.83 -0.03 1.17
```

The calculation puts the LUMO energy (spin up / spin down) at -1.9751 / -1.9760 eV. The charge is 0. The value obtained for the HOMO energy (spin up / spin down) is -11.19 / -11.19 eV.


Entry 3:
Computed, not measured: C3H8N2O2 in the gas phase at a distorted geometry, with the ωB97M-V functional and the def2-TZVPD basis.

```
15
Properties=species:S:1:pos:R:3
N -0.55 2.66 0.15
C 0.09 1.55 -0.32
O 0.49 1.50 -1.46
C 0.13 0.33 0.64
N 0.69 -0.81 -0.05
C 0.12 -2.11 -0.01
O -0.79 -2.40 -1.06
H -0.36 3.52 -0.32
H -1.39 2.59 0.68
H -0.79 0.22 1.20
H 0.90 0.73 1.33
H 1.68 -0.84 0.13
H -0.45 -2.22 0.92
H 0.88 -2.89 -0.03
H -0.66 -1.82 -1.82
```

The calculation puts the LUMO energy at 0.7868 eV. The charge is 0. As for the SMILES: NC(=O)CNCO. The value obtained for the HOMO energy is -9.28 eV.


Entry 4:
Computed, not measured: C2HFINO2 in the gas phase at a distorted geometry, with the ωB97M-V functional and the def2-TZVPD basis.

```
8
Properties=species:S:1:pos:R:3
O 0.31 2.21 -0.24
N -0.77 1.74 -0.58
O -1.80 2.34 -0.54
C -0.90 0.33 -1.07
C -1.83 -0.55 -0.62
F -1.86 -1.80 -1.03
I -3.50 -0.09 0.49
H -0.16 0.07 -1.88
```

The calculation puts the LUMO energy at -0.3716 eV. The charge is 0. As for the SMILES: O=[N+]([O-])/C=C(/F)I. The value obtained for the HOMO energy is -10.06 eV.


Entry 5:
Computed, not measured: 11 unconnected molecules or ions with the total composition C25H72N8O11 at a distorted geometry, with the ωB97M-V functional and the def2-TZVPD basis.

```
116
Properties=species:S:1:pos:R:3
N 0.73 -6.78 -2.37
C -0.06 -5.77 -2.38
N 0.51 -4.58 -2.17
O -1.25 -5.84 -2.64
H 1.71 -6.55 -2.29
H 0.33 -7.68 -2.62
H 0.06 -3.67 -2.23
H 1.38 -4.56 -1.65
N 3.41 -0.87 -4.77
C 2.32 -1.57 -4.78
N 1.38 -0.84 -4.22
O 2.19 -2.72 -5.02
H 3.42 0.13 -4.67
H 4.10 -1.29 -5.38
H 0.47 -1.25 -4.05
H 1.61 0.14 -4.15
N -1.86 3.43 -4.01
C -1.47 2.23 -3.61
N -1.20 2.12 -2.35
O -1.40 1.30 -4.40
H -1.90 4.19 -3.34
H -2.04 3.57 -4.99
H -0.81 1.25 -2.02
H -1.22 2.88 -1.68
N -2.88 -3.57 -2.79
C -2.21 -2.51 -3.17
N -2.92 -1.69 -3.88
O -1.07 -2.32 -2.83
H -2.29 -4.36 -2.55
H -3.84 -3.77 -3.04
H -2.53 -0.79 -4.09
H -3.85 -1.96 -4.19
C -5.03 0.90 -2.36
C -4.17 0.41 -1.20
C -4.29 1.17 0.09
O -4.62 -0.89 -0.85
H -4.64 1.81 -2.80
H -6.09 1.11 -2.18
H -5.00 0.18 -3.18
H -3.14 0.41 -1.54
H -4.06 2.24 0.07
H -3.62 0.80 0.87
H -5.30 1.08 0.49
H -4.08 -1.46 -1.40
C 0.01 -2.38 4.49
C 0.66 -3.56 3.76
C 2.06 -3.16 3.32
O 0.72 -4.71 4.52
H -0.54 -1.63 3.94
H 0.79 -1.86 5.05
H -0.67 -2.86 5.20
H 0.10 -3.81 2.86
H 2.15 -2.19 2.82
H 2.46 -3.99 2.73
H 2.70 -3.12 4.20
H 1.07 -5.34 3.89
C -1.87 6.19 1.06
C -1.83 4.68 0.93
C -2.88 3.93 1.70
O -1.82 4.31 -0.46
H -2.01 6.46 2.11
H -2.66 6.52 0.38
H -0.97 6.71 0.75
H -0.88 4.33 1.33
H -2.98 4.34 2.70
H -2.62 2.88 1.78
H -3.80 4.13 1.15
H -2.51 4.83 -0.88
C 2.38 2.76 -0.47
C 3.05 1.89 -1.58
C 4.54 2.17 -1.70
O 2.88 0.58 -1.16
H 2.53 3.81 -0.73
H 2.73 2.52 0.54
H 1.32 2.55 -0.36
H 2.71 2.08 -2.59
H 4.94 2.02 -0.70
H 4.82 3.12 -2.17
H 5.01 1.48 -2.39
H 1.95 0.33 -1.25
C 0.45 -1.65 0.45
C -0.42 -0.66 -0.22
C -0.60 0.57 0.70
O 0.19 -0.30 -1.41
H 1.51 -1.50 0.23
H 0.21 -2.60 0.00
H 0.34 -1.76 1.53
H -1.41 -1.06 -0.44
H -1.10 1.38 0.16
H 0.34 0.95 1.10
H -1.24 0.37 1.56
H -0.03 -1.01 -2.01
C -2.99 2.05 6.15
C -1.58 1.66 5.85
C -1.26 1.69 4.38
O -0.70 2.49 6.49
H -3.35 1.97 7.17
H -3.58 1.34 5.56
H -3.22 3.02 5.72
H -1.46 0.68 6.30
H -0.25 1.31 4.19
H -1.40 2.67 3.93
H -1.97 1.00 3.92
H 0.20 2.16 6.47
C 4.31 -1.18 1.40
C 5.50 -0.89 0.58
C 6.71 -1.79 0.91
O 5.11 -1.00 -0.76
H 3.50 -0.47 1.20
H 4.57 -0.99 2.44
H 3.95 -2.20 1.28
H 5.83 0.15 0.69
H 7.22 -1.54 1.85
H 7.45 -1.72 0.12
H 6.46 -2.84 0.96
H 4.42 -0.35 -0.92
```

The calculation puts the LUMO energy at 0.2438 eV. The charge is 0. As for the SMILES: NC(N)=O.NC(N)=O.NC(N)=O.NC(N)=O.CC(C)O.CC(C)O.CC(C)O.CC(C)O.CC(C)O.CC(C)O.CC(C)O. The value obtained for the HOMO energy is -9.32 eV.


Entry 6:
Computed, not measured: 2 unconnected molecules or ions with the total composition C4H14N2O at a distorted geometry, with the ωB97M-V functional and the def2-TZVPD basis.

```
21
Properties=species:S:1:pos:R:3
C 0.52 -2.27 -0.38
C -0.01 -0.85 -0.04
N -0.99 -0.79 1.03
C 1.22 0.09 0.35
C 0.94 1.59 0.18
N 0.73 2.15 -1.09
H 1.47 -2.25 -0.91
H 0.63 -2.70 0.59
H -0.23 -2.90 -1.02
H -0.46 -0.36 -0.97
H -0.52 -1.11 1.92
H -1.81 -1.41 0.99
H 2.23 -0.22 -0.01
H 1.50 -0.27 1.39
H 0.08 1.76 0.77
H 1.82 2.09 0.52
H 1.54 2.88 -1.03
H 1.20 1.52 -1.80
O -3.60 0.74 -0.17
H -3.46 1.67 -0.62
H -2.82 0.64 0.31
```

The calculation puts the LUMO energy at 0.9060 eV. The charge is 0. As for the SMILES: C[C@@H](N)CCN.O. The value obtained for the HOMO energy is -9.60 eV.


Question: Which value of charge does entry 4 give?
Answer: 0